(1)
Below is a 2-piece molecular cluster, C3H9NO overall, with properties calculated with ωB97M-V/def2-TZVPD.

Output
Orbital gap ... 9.50 eV
LUMO ... 0.9 eV
SMILES ... C=C(C)N.O
ΔE to the lowest compared entry with this formula, charge and spin ... 113.9 kJ/mol
Molar mass ... 75.1 u

Positions of all 14 atoms, in Å:
C: 0.831 2.356 -0.504
C: 0.240 1.187 -0.294
C: -0.991 1.051 0.562
N: 0.824 -0.037 -0.691
H: 1.789 2.462 -0.995
H: 0.468 3.308 -0.127
H: -1.660 1.889 0.423
H: -0.683 1.083 1.613
H: -1.506 0.109 0.407
H: 0.396 -0.574 -1.429
H: 1.816 0.060 -0.867
O: -0.706 -3.539 0.672
H: -0.040 -2.917 1.005
H: -0.676 -4.206 1.368



(2)
Below is a 2-piece molecular cluster, C5H8O2 overall, with properties calculated with ωB97M-V/def2-TZVPD.

Output
Orbital gap ... 10.41 eV
LUMO ... 1.0 eV
SMILES ... CC1=CC1.O=CO
ΔE to the lowest compared entry with this formula, charge and spin ... 244.5 kJ/mol
Molar mass ... 100.1 u

Positions of all 15 atoms, in Å:
C: -0.566 -0.922 1.601
C: 0.487 -0.351 0.739
C: 1.373 0.561 0.493
C: 1.525 -0.726 -0.273
H: -1.346 -1.425 1.024
H: -1.016 -0.154 2.235
H: -0.066 -1.660 2.240
H: 1.828 1.500 0.784
H: 2.294 -1.438 0.036
H: 1.272 -0.798 -1.338
O: -1.704 -0.073 -1.085
C: -1.524 0.972 -1.664
O: -0.455 1.753 -1.550
H: -2.239 1.415 -2.368
H: 0.136 1.346 -0.875



(3)
Below is a 2-piece molecular cluster, C10H22BF3N2O4 overall at a distorted geometry, with properties calculated with ωB97M-V/def2-TZVPD.

Output
Orbital gap ... 8.18 eV
LUMO ... 0.2 eV
Molar mass ... 302.1 u

Positions of all 42 atoms, in Å:
C: 3.348 0.817 -0.467
C: 2.787 1.953 -1.313
O: 1.346 1.923 -1.349
B: 0.732 1.219 -2.350
O: 1.354 0.147 -2.983
N: -0.618 1.588 -2.717
C: -1.562 0.477 -2.700
C: -1.882 0.064 -1.273
N: -1.662 1.098 -0.233
C: -1.808 2.510 -0.678
C: -1.148 2.768 -2.052
H: 2.659 0.589 0.342
H: 4.327 1.091 -0.079
H: 3.491 -0.069 -1.084
H: 3.052 2.903 -0.852
H: 3.187 1.932 -2.324
H: 1.371 -0.613 -2.396
H: -2.476 0.788 -3.220
H: -1.172 -0.361 -3.269
H: -2.882 -0.354 -1.208
H: -1.219 -0.743 -0.972
H: -0.734 0.939 0.164
H: -2.286 0.860 0.538
H: -2.859 2.784 -0.657
H: -1.312 3.127 0.068
H: -0.382 3.525 -1.937
H: -1.905 3.205 -2.710
C: -0.398 -3.364 3.922
C: -0.925 -1.954 3.697
O: -0.064 -1.089 2.981
C: -0.059 -1.175 1.544
O: -1.243 -1.174 0.971
C: 0.797 -2.354 1.013
F: 1.906 -2.583 1.744
F: 1.236 -2.033 -0.241
F: 0.155 -3.519 0.893
H: 0.661 -3.342 4.180
H: -0.950 -3.837 4.737
H: -0.521 -3.993 3.043
H: -1.033 -1.476 4.674
H: -1.920 -1.970 3.243
H: 0.614 -0.306 1.309



(4)
Below is one molecule with the formula C3H2O2S at a distorted geometry, with properties calculated with ωB97M-V/def2-TZVPD.

Output
Orbital gap ... 8.12 eV
LUMO ... -0.7 eV
SMILES ... O=C(O)C=C=S
ΔE to the lowest compared entry with this formula, charge and spin ... 193.3 kJ/mol
Molar mass ... 102.1 u

Positions of all 8 atoms, in Å:
O: 0.984 1.123 -0.065
C: 0.051 0.402 -0.130
O: -1.208 0.631 -0.375
C: 0.337 -1.337 0.163
C: 0.012 -2.643 0.199
S: -0.096 -4.295 0.336
H: -1.387 1.581 -0.506
H: 1.371 -1.256 0.504



Number 1: HOMO level -8.57 eV. Number 2: HOMO level -9.41 eV. Number 3: HOMO level -8.02 eV. Number 4: HOMO level -8.85 eV.